A molecular structure, C8H12BF4IrN5O7P2, computed with ωB97M-V/def2-TZVPD.

Last column: Mulliken spin population.
Geometry (Å):
Ir1 -0.17771 0.23503 0.14412  -0.003
P1 -1.39286 2.68112 -0.55211  0.159
P2 -0.02945 1.13939 -2.99005  0.015
F1 2.65984 0.51458 -1.59464  0.000
F2 2.34471 -1.75130 -1.59142  0.000
F3 1.62854 -0.49958 0.34957  -0.001
F4 3.94850 -0.79646 -0.21321  0.000
O1 -0.68620 3.74120 -3.10851  0.254
O2 1.34973 1.85831 -3.03515  0.001
O3 -0.13824 0.08675 -1.93119  0.003
O4 -0.45212 0.62870 -4.39217  0.005
O5 -1.94275 1.31812 -0.20269  0.115
O6 -1.94902 3.99638 -0.33920  0.114
O7 0.19706 2.45876 -0.21457  0.027
N1 -0.25973 0.05595 4.27882  0.000
N2 -0.31471 0.16249 2.14506  0.004
N3 -1.03718 -1.55184 0.35255  -0.002
N4 -2.34664 -3.92920 0.83563  0.000
N5 -0.90612 -1.06481 3.90991  0.000
C1 -1.19011 2.56162 -2.77403  0.240
C2 -2.02408 -3.12040 1.83601  0.000
C3 -1.36372 -1.92509 1.60884  0.000
C4 0.11332 0.78639 3.23486  0.000
C5 -0.91519 -0.97322 2.61209  0.000
C6 -2.00558 -3.55987 -0.39092  0.000
C7 -1.34394 -2.36748 -0.65657  0.000
C8 -2.63772 2.38645 -3.12972  0.035
B1 2.87405 -0.70361 -0.95912  0.000
H1 0.28968 3.75132 -3.14622  -0.005
H2 -0.10359 0.24408 5.26082  0.000
H3 -3.21760 3.25070 -2.80448  0.004
H4 -1.05277 -2.06700 -1.65128  0.000
H5 0.12496 0.04826 -4.91348  0.004
H6 2.09428 1.40319 -2.55409  0.000
H7 0.70493 3.20564 0.14417  0.004
H8 0.65924 1.71295 3.29319  0.000
H9 -3.04830 1.47236 -2.70575  -0.004
H10 -2.69778 2.33398 -4.22220  0.032
H11 -2.26121 -4.23018 -1.20163  0.000
H12 -2.28653 -3.41880 2.84379  0.000

Values from the calculation:
frontier orbital gap (alpha / beta) = 9.393 / 6.229 eV
HOMO (alpha / beta) = -16.47 / -16.47 eV
multiplicity = 2
charge = +2
ΔE to the lowest compared entry with this formula, charge and spin = 0.0 kcal/mol
expectation value of S² = 0.75